Record 1
Formula: C2H5NO4
Source: the Open Molecules 2025 dataset
Level of theory: wB97M-V/def2-TZVPD

## Properties
HOMO (hartree): -0.401
SMILES: O=CNC(=O)O.O
Gap between HOMO and LUMO (eV): 11.390
E (Ha): -434.9162
Energy relative to the best compared isomer or geometry (same formula, charge and spin) (kJ/mol): 204.5

Last column: natural (NBO) charge in e.
Element x y z (Å)
O1 1.51 -0.73 0.45  -0.5628
C1 0.86 -1.09 -0.51  0.5303
N1 -0.24 -1.97 -0.70  -0.6989
C2 -1.37 -1.98 0.22  0.9048
O2 -2.46 -1.89 -0.28  -0.5338
O3 -0.97 -1.87 1.52  -0.6920
H1 1.24 -0.68 -1.38  0.1219
H2 -0.42 -2.29 -1.63  0.4186
H3 -0.40 -1.07 1.57  0.5117
O4 0.44 4.36 0.07  -0.9322
H4 0.62 5.29 0.28  0.4673
H5 1.19 3.92 0.41  0.4649

***

Record 2
Formula: C21H25NO3
Source: the Open Molecules 2025 dataset
Level of theory: wB97M-V/def2-TZVPD

## Properties
HOMO (hartree): -0.315
SMILES: C/C(=C\c1cc(C(=O)O)no1)c1ccc2c(c1)C(C)(C)CCC2(C)C
Gap between HOMO and LUMO (eV): 8.497
E (Ha): -1095.6402
Energy relative to the best compared isomer or geometry (same formula, charge and spin) (kJ/mol): 323.2

Last column: natural (NBO) charge in e.
Element x y z (Å)
C1 -3.33 0.59 -1.15  -0.6559
C2 -2.12 -0.36 -1.08  0.0897
C3 -2.06 -1.54 -1.83  -0.2725
C4 -3.07 -2.18 -2.72  0.2820
C5 -2.89 -3.37 -3.27  -0.3099
C6 -4.12 -3.80 -3.95  0.0128
C7 -4.34 -5.08 -4.66  0.7528
O1 -5.44 -5.37 -5.10  -0.5423
O2 -3.23 -5.86 -4.85  -0.6684
N1 -5.01 -2.86 -3.76  -0.0326
O3 -4.38 -1.81 -2.99  -0.3039
C8 -0.97 -0.07 -0.13  -0.0852
C9 -0.56 -1.09 0.74  -0.2118
C10 0.55 -0.92 1.55  -0.2228
C11 1.33 0.25 1.50  0.0879
C12 0.86 1.35 0.74  -0.0478
C13 -0.27 1.17 -0.08  -0.1504
C14 1.50 2.76 0.87  -0.0678
C15 0.39 3.86 0.94  -0.6011
C16 2.33 3.06 -0.40  -0.6012
C17 2.36 2.87 2.16  -0.3889
C18 3.34 1.69 2.28  -0.3952
C19 2.62 0.34 2.39  -0.1019
C20 3.64 -0.71 1.94  -0.5931
C21 2.32 -0.01 3.86  -0.6017
H1 -4.09 0.31 -1.86  0.2387
H2 -2.95 1.61 -1.42  0.2192
H3 -3.79 0.71 -0.17  0.2276
H4 -1.16 -2.12 -1.72  0.2252
H5 -1.92 -3.85 -3.25  0.2340
H6 -3.54 -6.64 -5.30  0.5009
H7 -1.13 -2.02 0.73  0.2196
H8 0.89 -1.80 2.12  0.2116
H9 -0.68 1.99 -0.67  0.2065
H10 0.80 4.79 1.35  0.2130
H11 0.01 4.06 -0.07  0.2039
H12 -0.47 3.56 1.52  0.2149
H13 1.77 2.85 -1.32  0.2133
H14 3.24 2.49 -0.43  0.2074
H15 2.62 4.12 -0.42  0.2065
H16 1.70 2.95 3.04  0.2062
H17 2.92 3.80 2.16  0.2104
H18 4.02 1.83 3.13  0.2158
H19 4.01 1.71 1.39  0.2010
H20 4.57 -0.64 2.51  0.2110
H21 3.88 -0.59 0.88  0.2090
H22 3.18 -1.72 2.06  0.2029
H23 1.97 -1.03 3.96  0.2078
H24 1.50 0.66 4.25  0.2103
H25 3.19 0.06 4.52  0.2123

***

Record 3
Formula: C8H14BrHgN4O2P
Source: the Open Molecules 2025 dataset
Level of theory: wB97M-V/def2-TZVPD

## Properties
HOMO (hartree): -0.609
Total charge: +2
Gap between HOMO and LUMO (eV): 3.319
E (Ha): -3750.7038

Last column: natural (NBO) charge in e.
Element x y z (Å)
N1 -3.82 0.14 -2.85  -0.1551
C1 -2.84 0.60 -2.48  0.1939
C2 -1.66 1.09 -1.78  -0.3425
Br1 -2.12 2.67 -0.75  0.1531
C3 -0.99 -0.03 -0.92  -0.5156
C4 -0.53 -1.09 -1.82  0.1934
N2 -0.08 -1.86 -2.55  -0.1322
C5 0.22 0.57 -0.17  -0.3599
C6 1.63 0.21 -0.63  -0.4233
C7 2.67 1.00 0.20  -0.4207
C8 2.77 0.53 1.68  -0.2120
N3 2.87 -0.89 1.88  -0.6365
P1 -2.16 -0.98 0.19  2.1818
N4 -3.23 -1.88 -0.48  -1.0619
O1 -2.82 0.09 1.20  -0.9517
O2 -1.21 -1.83 1.15  -1.0080
H1 -0.92 1.40 -2.52  0.2927
H2 0.15 1.65 -0.16  0.2505
H3 0.23 0.29 0.93  0.1171
H4 1.84 -0.85 -0.52  0.2347
H5 1.77 0.53 -1.67  0.2800
H6 2.40 2.06 0.24  0.2276
H7 3.65 0.95 -0.26  0.2648
H8 1.89 0.87 2.27  0.1382
H9 3.62 1.03 2.17  0.2871
H10 2.01 -1.37 2.13  0.3812
H11 3.31 -1.39 1.11  0.3939
H12 -3.27 -1.86 -1.49  0.4354
H13 -2.91 -0.24 2.12  0.5375
H14 -1.61 -2.72 1.29  0.5633
Hg1 -0.78 1.19 2.37  1.0935

***

Record 4
Formula: C4H9N2S2
Source: the Open Molecules 2025 dataset
Level of theory: wB97M-V/def2-TZVPD

## Properties
HOMO (hartree): -0.469
SMILES: C[N+](C)=C1NCSS1
Total charge: +1
Gap between HOMO and LUMO (eV): 8.913
E (Ha): -1063.4171
Energy relative to the best compared isomer or geometry (same formula, charge and spin) (kJ/mol): 124.2

Last column: natural (NBO) charge in e.
Element x y z (Å)
C1 -2.03 0.41 0.04  -0.4090
N1 -0.88 -0.52 -0.05  -0.3652
C2 -1.04 -1.95 0.17  -0.4278
C3 0.50 -0.07 -0.02  0.3870
N2 0.90 1.18 0.07  -0.5828
C4 2.22 1.54 -0.22  -0.2967
S1 3.32 0.07 0.22  0.1484
S2 1.82 -1.26 -0.07  0.2459
H1 -2.90 -0.20 -0.33  0.2494
H2 -2.14 0.77 1.11  0.2259
H3 -1.81 1.23 -0.61  0.2127
H4 -0.22 -2.62 -0.19  0.2338
H5 -1.06 -2.22 1.19  0.2186
H6 -2.00 -2.28 -0.27  0.2364
H7 0.36 2.05 -0.04  0.4463
H8 2.34 1.55 -1.35  0.2277
H9 2.62 2.31 0.35  0.2496

***

Record 5
Formula: C52H64AsIrPS
Source: the Open Molecules 2025 dataset
Level of theory: wB97M-V/def2-TZVPD

## Properties
HOMO (spin up / spin down) (hartree): -0.481 / -0.487
Total charge: +2
Gap between HOMO and LUMO (spin up / spin down) (eV): 6.027 / 5.715
<S²>: 0.80
E (Ha): -5098.9551
Multiplicity: 2
Energy relative to the best compared isomer or geometry (same formula, charge and spin) (kJ/mol): 0.0

Last column: Mulliken spin population.
Element x y z (Å)
Ir1 0.28 0.00 0.06  0.2761
C1 2.81 -2.17 0.84  0.0151
C2 2.46 -1.66 2.06  -0.0186
C3 1.03 -1.44 2.07  -0.0341
C4 0.50 -1.99 0.86  -0.0082
C5 1.62 -2.33 0.07  -0.0318
H1 3.81 -2.40 0.51  0.0017
H2 3.12 -1.43 2.88  -0.0008
H3 0.45 -1.19 2.94  -0.0162
H4 -0.49 -2.42 0.78  -0.0019
H5 1.57 -2.83 -0.88  -0.0120
C6 -3.46 -2.70 4.35  0.0019
C7 -2.07 -2.44 3.74  -0.0005
C8 -1.27 -3.74 3.67  0.0008
C9 -2.21 -1.78 2.39  0.0102
C10 -2.75 -2.49 1.30  0.0020
C11 -2.90 -1.92 0.06  -0.0146
C12 -3.70 -2.73 -0.96  0.0100
C13 -3.32 -4.22 -0.98  -0.0008
C14 -5.19 -2.65 -0.61  0.0008
C15 -2.47 -0.56 -0.17  0.0327
C16 -2.20 0.24 0.99  -0.0133
C17 -1.96 -0.45 2.22  0.0059
C18 -2.73 1.67 1.30  0.0034
C19 -3.33 2.59 0.23  0.0213
C20 -1.82 2.44 2.27  -0.0113
C21 -2.74 0.04 -1.53  0.0022
C22 -4.06 0.35 -1.84  0.0047
C23 -4.43 0.88 -3.06  0.0026
C24 -3.47 1.12 -4.03  -0.0001
C25 -2.15 0.80 -3.75  0.0040
C26 -1.76 0.26 -2.52  -0.0047
P1 0.00 -0.22 -2.31  0.0784
C27 0.11 -1.95 -3.07  -0.0010
C28 -0.72 -2.91 -2.21  0.0042
C29 -0.58 -2.01 -4.46  -0.0004
C30 1.55 -2.45 -3.22  0.0067
C31 1.15 0.90 -3.36  -0.0162
C32 1.21 0.54 -4.86  0.0036
C33 2.57 0.69 -2.81  0.0074
C34 0.82 2.41 -3.31  0.0513
H6 -3.36 -3.08 5.36  0.0003
H7 -4.00 -3.45 3.77  -0.0002
H8 -4.06 -1.79 4.38  -0.0002
H9 -1.54 -1.74 4.40  -0.0004
H10 -1.75 -4.47 3.03  -0.0004
H11 -1.19 -4.18 4.67  0.0002
H12 -0.26 -3.58 3.30  -0.0004
H13 -3.09 -3.50 1.45  0.0004
H14 -3.56 -2.30 -1.95  0.0013
H15 -3.86 -4.77 -0.21  -0.0005
H16 -2.25 -4.39 -0.82  0.0006
H17 -3.59 -4.66 -1.94  0.0000
H18 -5.37 -3.06 0.38  -0.0001
H19 -5.77 -3.23 -1.33  0.0002
H20 -5.58 -1.63 -0.62  -0.0004
H21 -1.71 0.14 3.09  0.0021
H22 -3.62 1.39 1.88  -0.0021
H23 -2.66 2.86 -0.58  -0.0129
H24 -3.63 3.51 0.73  0.0041
H25 -4.22 2.17 -0.21  -0.0034
H26 -0.77 2.13 2.20  0.0265
H27 -2.12 2.31 3.31  0.0021
H28 -1.85 3.51 2.07  -0.0008
H29 -4.82 0.20 -1.09  0.0000
H30 -5.47 1.12 -3.25  0.0003
H31 -3.74 1.53 -4.99  0.0001
H32 -1.41 0.97 -4.52  0.0007
H33 -1.76 -2.82 -2.48  0.0006
H34 -0.65 -2.76 -1.14  -0.0025
H35 -0.42 -3.94 -2.43  -0.0005
H36 -1.61 -1.67 -4.41  -0.0005
H37 -0.60 -3.06 -4.74  0.0012
H38 -0.06 -1.47 -5.25  0.0003
H39 2.20 -2.18 -2.39  -0.0012
H40 2.03 -2.10 -4.13  0.0003
H41 1.53 -3.54 -3.29  -0.0001
H42 1.51 -0.48 -5.06  0.0003
H43 1.98 1.18 -5.29  -0.0007
H44 0.29 0.75 -5.40  -0.0010
H45 2.99 -0.26 -3.11  0.0014
H46 2.60 0.75 -1.72  0.0034
H47 3.21 1.48 -3.21  -0.0002
H48 -0.24 2.63 -3.31  -0.0016
H49 1.25 2.87 -4.19  0.0033
H50 1.28 2.90 -2.45  -0.0213
S1 -0.26 2.09 -0.55  0.4231
C35 0.60 3.34 0.27  0.0378
C36 0.18 4.66 0.07  0.0875
C37 0.78 5.67 0.80  -0.0331
C38 1.79 5.38 1.72  0.0888
C39 2.22 4.07 1.89  -0.0255
C40 1.64 3.06 1.15  0.0591
As1 2.23 1.22 1.17  0.0076
C41 2.72 1.10 3.04  0.0011
C42 4.04 1.20 3.45  -0.0034
C43 4.35 1.21 4.80  0.0007
C44 3.34 1.12 5.75  -0.0006
C45 2.01 1.04 5.34  0.0001
C46 1.70 1.03 3.99  0.0031
C47 3.91 1.36 0.23  0.0043
C48 4.85 0.34 0.30  -0.0044
C49 6.04 0.46 -0.40  0.0017
C50 6.30 1.58 -1.17  -0.0021
C51 5.36 2.60 -1.23  -0.0012
C52 4.17 2.50 -0.54  -0.0098
H51 -0.62 4.88 -0.62  -0.0006
H52 0.46 6.70 0.67  0.0008
H53 2.24 6.17 2.29  0.0011
H54 3.02 3.85 2.59  0.0033
H55 4.84 1.29 2.72  0.0002
H56 5.38 1.28 5.12  0.0000
H57 3.58 1.12 6.80  0.0000
H58 1.22 0.99 6.08  0.0001
H59 0.66 0.99 3.68  0.0003
H60 4.68 -0.53 0.91  -0.0031
H61 6.78 -0.33 -0.34  0.0000
H62 7.23 1.67 -1.71  -0.0001
H63 5.56 3.49 -1.82  -0.0001
H64 3.45 3.31 -0.60  0.0040

***

Record 6
Formula: C16H19Cl2NO3
Source: the Open Molecules 2025 dataset
Level of theory: wB97M-V/def2-TZVPD

## Properties
HOMO (hartree): -0.324
SMILES: NCCc1cccc2c1C(=O)C(CCO)=CC2=O.ClCCCl
Gap between HOMO and LUMO (eV): 7.158
E (Ha): -1821.4106
Energy relative to the best compared isomer or geometry (same formula, charge and spin) (kJ/mol): 1454.7

Last column: natural (NBO) charge in e.
Element x y z (Å)
N1 5.49 0.40 -0.72  -0.8768
C1 4.60 0.48 0.51  -0.2224
C2 3.63 1.83 0.30  -0.4675
C3 3.04 1.80 -1.26  0.0613
C4 3.83 2.55 -2.54  -0.1942
C5 3.22 2.56 -4.08  -0.2181
C6 1.79 1.81 -4.43  -0.1955
C7 0.98 1.06 -3.21  -0.1077
C8 1.62 1.06 -1.67  -0.1273
C9 0.70 0.29 -0.50  0.5256
O1 1.25 -0.44 0.48  -0.5460
C10 -0.95 0.47 -0.71  -0.0360
C11 -1.94 0.67 0.61  -0.4773
C12 -3.11 -0.48 0.74  -0.0726
O2 -3.66 -0.39 2.13  -0.7434
C13 -1.52 0.45 -2.11  -0.2699
C14 -0.49 0.31 -3.42  0.5216
O3 -0.85 -0.33 -4.55  -0.5243
H1 5.82 -0.57 -0.90  0.3767
H2 6.27 1.09 -0.68  0.3593
H3 5.29 0.57 1.46  0.1869
H4 3.92 -0.49 0.53  0.2312
H5 4.25 2.82 0.52  0.2280
H6 2.76 1.71 1.10  0.2491
H7 4.84 3.09 -2.26  0.2346
H8 3.84 3.14 -4.90  0.2440
H9 1.39 1.84 -5.55  0.2610
H10 -2.50 1.70 0.42  0.2216
H11 -1.31 0.82 1.61  0.2582
H12 -4.03 -0.25 0.03  0.1849
H13 -2.60 -1.52 0.52  0.2118
H14 -4.05 0.54 2.23  0.4712
H15 -2.66 0.54 -2.35  0.2535
Cl1 -6.87 -3.05 4.19  -0.0667
C15 -5.10 -2.93 4.21  -0.3982
C16 -4.43 -4.24 3.84  -0.3880
Cl2 -4.65 -5.48 5.10  -0.0622
H16 -4.79 -2.58 5.20  0.2208
H17 -4.83 -2.16 3.48  0.2465
H18 -3.35 -4.09 3.74  0.2240
H19 -4.81 -4.64 2.90  0.2223

***

Record 7
Formula: CH7N4S
Source: the Open Molecules 2025 dataset
Level of theory: wB97M-V/def2-TZVPD

## Properties
HOMO (spin up / spin down) (hartree): -0.469 / -0.469
Total charge: +1
Gap between HOMO and LUMO (spin up / spin down) (eV): 8.042 / 8.043
E (Ha): -659.1328
Energy relative to the best compared isomer or geometry (same formula, charge and spin) (kJ/mol): 279.7

Last column: natural (NBO) charge in e.
Element x y z (Å)
C1 -0.48 0.46 0.16  0.4614
N1 -1.20 -0.40 -0.50  -0.7700
N2 -0.75 1.72 0.14  -0.7764
N3 1.41 -0.45 0.50  -0.2871
N4 1.37 -1.68 -0.01  -0.5471
S1 2.28 0.67 -0.30  0.3352
H1 -2.08 -0.15 -0.96  0.4053
H2 -1.64 2.18 -0.26  0.4217
H3 -0.92 -1.38 -0.61  0.4115
H4 1.04 -2.48 0.61  0.4273
H5 1.47 -1.82 -0.96  0.3773
H6 -0.18 2.24 0.78  0.4142
H7 1.73 1.79 0.28  0.1266

***

Record 8
Formula: C3H12NO2S
Source: the Open Molecules 2025 dataset
Level of theory: wB97M-V/def2-TZVPD

## Properties
HOMO (hartree): -0.485
Total charge: +1
Gap between HOMO and LUMO (eV): 10.272
E (Ha): -724.6883
Energy relative to the best compared isomer or geometry (same formula, charge and spin) (kJ/mol): 13.2

Last column: natural (NBO) charge in e.
Element x y z (Å)
C1 -0.89 0.89 1.09  -0.0839
O1 -1.06 2.22 0.63  -0.7432
C2 0.52 0.43 0.71  -0.0738
C3 0.66 -1.08 0.91  -0.5610
S1 2.22 -1.65 0.21  -0.0193
N1 0.68 0.78 -0.74  -0.7050
H1 -1.07 0.81 2.15  0.2139
H2 -1.62 0.27 0.59  0.1941
H3 -1.00 2.89 1.33  0.5070
H4 1.24 0.97 1.33  0.2295
H5 0.58 -1.30 1.98  0.2486
H6 -0.22 -1.53 0.49  0.2371
H7 1.86 -2.87 -0.17  0.1567
H8 1.62 1.02 -1.02  0.4444
H9 0.34 -0.04 -1.27  0.4754
H10 0.09 1.60 -0.87  0.4575
H11 -0.88 -1.76 -2.64  0.4984
H12 -1.97 -0.70 -2.53  0.5042
O2 -1.11 -0.96 -2.16  -0.9805